Computed, not measured: a structure of composition C5H10N2O3 in a non-equilibrium geometry, with ωB97M-V/def2-TZVPD.

total charge	0
E_LUMO	0.363	eV

CARTESIAN COORDINATES (ANGSTROEM)
1 C -2.5417 0.3152 2.2008
2 C -0.9417 0.1880 2.1587
3 C 0.8170 -0.4271 0.9023
4 C 1.6528 -0.0510 -0.3342
5 C -0.1118 1.3198 -1.7744
6 H -2.6108 0.4992 3.2465
7 H -3.0628 -0.5519 1.7475
8 H -2.5102 1.2133 1.5546
9 H -0.7439 1.1886 2.5270
10 H -0.5877 -0.5722 2.7234
11 H 2.4745 0.7927 -0.0321
12 H 2.5076 -0.8986 -0.5895
13 H 0.3562 2.1600 -1.2726
14 H -0.4071 1.9340 -2.7695
15 H -1.1797 0.9111 -0.9827
16 N 1.0264 0.2267 -1.6545
17 N 0.3182 -0.9818 -1.9988
18 O -0.4762 -0.0142 0.8238
19 O 1.5158 -0.5849 1.8000
20 O -0.6515 -0.5834 -2.5612



Computed, not measured: an isolated molecule of C5H10N2O3 in a non-equilibrium geometry, with ωB97M-V/def2-TZVPD.

total charge	0
E_LUMO (alpha / beta)	-1.290 / -1.290	eV

CARTESIAN COORDINATES (ANGSTROEM)
1 C 2.7334 0.0104 0.5213
2 C -2.6539 0.0848 -0.2811
3 C 1.7868 -0.4569 -0.5351
4 C -2.4557 1.4823 0.2443
5 C 0.3337 -0.1317 -0.3267
6 N -0.1446 1.0667 -0.1933
7 N -0.6016 -1.1634 -0.2992
8 O 0.5457 2.1076 -0.2973
9 O -0.0636 -2.3473 0.0592
10 O -1.6916 -0.7940 0.4570
11 H 2.3544 -0.3333 1.5625
12 H 2.5443 1.1492 0.7465
13 H 3.6734 -0.2567 0.2681
14 H -2.3540 -0.1133 -1.2235
15 H 0.3444 -2.3358 0.9291
16 H -3.6166 -0.3670 -0.0118
17 H 2.1386 -0.0351 -1.5032
18 H 1.9023 -1.5569 -0.9170
19 H -2.3502 1.7074 1.1893
20 H -2.4253 2.2830 -0.3889



Computed, not measured: the ion C5H10N2O4P with charge +1 in a non-equilibrium geometry, with ωB97M-V/def2-TZVPD.

total charge	+1
E_LUMO	-4.203	eV
SMILES string	C[C@]12O[P@@](=O)([O-])O[N@+]13CC[NH2+][C@H]23

CARTESIAN COORDINATES (ANGSTROEM)
1 C -0.4203 -2.0267 0.1481
2 C 0.5802 -0.9405 -0.1425
3 O 1.8436 -1.2936 -0.1450
4 P 2.9254 0.0793 -0.0842
5 O 4.0747 -0.2102 0.7216
6 O 2.7429 0.7588 -1.3693
7 O 1.6263 0.8812 0.9504
8 N 0.4595 0.4164 0.5267
9 C -0.7262 0.8734 1.2414
10 C -1.8079 1.0938 0.1710
11 N -1.2335 0.5856 -1.1244
12 C 0.1959 0.3092 -0.9188
13 H -0.6021 -2.5954 -0.7626
14 H -1.3613 -1.6597 0.5489
15 H 0.0239 -2.7127 0.8689
16 H -0.4467 1.8028 1.7466
17 H -1.0115 0.1456 2.0053
18 H -2.7271 0.5584 0.4107
19 H -2.0430 2.1547 0.0715
20 H -1.7129 -0.2737 -1.4289
21 H -1.3439 1.2765 -1.8778
22 H 0.9640 0.7765 -1.5578



Computed, not measured: the ion C5H10N2P with charge +1 in a non-equilibrium geometry, with ωB97M-V/def2-TZVPD.

total charge	+1
E_LUMO (alpha / beta)	-5.589 / -6.315	eV

CARTESIAN COORDINATES (ANGSTROEM)
1 C 0.5991 1.8319 -1.1340
2 C 0.8485 0.6939 -0.2853
3 C 2.2319 0.2944 0.0866
4 C -2.6858 -0.4409 0.0912
5 C 0.1396 -1.3823 0.9058
6 N -1.4420 0.2725 0.0724
7 N -0.1772 -0.0663 0.2275
8 P 1.8546 2.8526 -1.9130
9 H -0.4906 1.8054 -1.4916
10 H 2.4178 -0.1193 1.0515
11 H 2.8148 1.2727 -0.1871
12 H 2.6227 -0.3085 -0.7105
13 H -2.6012 -1.4975 -0.3059
14 H -3.3153 -0.3661 0.9879
15 H -3.4041 -0.0216 -0.5509
16 H 1.2122 -1.5469 0.7029
17 H -0.5577 -2.0709 0.5385
18 H -0.0672 -1.2031 1.9140



Computed, not measured: a cluster of 2 separate species, C5H10N3 in total in a non-equilibrium geometry, with ωB97M-V/def2-TZVPD.

total charge	+1
E_LUMO	-8.096	eV

CARTESIAN COORDINATES (ANGSTROEM)
1 C -1.0444 1.7923 -0.1217
2 C 0.2871 1.2603 -0.8304
3 C 0.2826 -0.1835 -0.8704
4 C 0.1765 -1.0439 0.3149
5 N 0.2890 -2.2866 -0.2133
6 C 0.2081 -2.1612 -1.5829
7 N 0.1912 -0.9084 -1.9953
8 N -1.1149 1.5317 1.2789
9 H -1.8842 1.2901 -0.6008
10 H -1.1381 2.8620 -0.2923
11 H 1.1424 1.6356 -0.2639
12 H 0.3183 1.6157 -1.8604
13 H 1.9884 -1.2132 2.6310
14 H 0.0733 -3.1041 0.3430
15 H 0.1845 -3.0419 -2.2116
16 H 1.5013 -0.7269 2.9100
17 H -0.9611 0.5625 1.5345
18 H -0.5001 2.1195 1.8306



Computed, not measured: the ion C5H10N3 with charge +1 in a non-equilibrium geometry, with ωB97M-V/def2-TZVPD.

total charge	+1
E_LUMO	-3.577	eV
SMILES string	NCCc1c[nH]c[nH+]1

CARTESIAN COORDINATES (ANGSTROEM)
1 N -1.6806 0.0631 1.5967
2 C -0.7670 1.1854 1.4659
3 C -0.3826 1.4449 -0.0374
4 C 0.3160 0.2033 -0.5872
5 C 0.5243 -0.2497 -1.8899
6 N 1.1905 -1.3893 -1.8065
7 C 1.4302 -1.6258 -0.4865
8 N 0.7917 -0.7023 0.2718
9 H -1.1150 -0.9256 1.4560
10 H -2.3616 -0.0142 0.7922
11 H 0.0918 0.8776 2.0455
12 H -1.3401 2.2017 1.8168
13 H -1.2925 1.4711 -0.6717
14 H 0.0805 2.5242 0.1448
15 H 0.2543 0.3289 -2.7662
16 H 1.5009 -2.2277 -2.6192
17 H 1.9410 -2.4493 -0.0304
18 H 0.8182 -0.7162 1.3052



| no. | E_tot (eV) |
| --- | --- |
| 1 | -14463.003 |
| 2 | -14459.996 |
| 3 | -25797.827 |
| 4 | -17603.729 |
| 5 | -9805.254 |
| 6 | -9808.884 |